The following is a quantum chemistry calculation of a gas-phase ion, C3H13N2Si (charge +1), from OMol25.

Last column: Löwdin charge in e.
Element x y z (Å)
C: -1.29488 0.71751 -1.56595  0.03
N: -0.71621 0.97600 -0.20708  -0.26
C: 0.54760 1.70911 -0.37856  -0.06
C: -0.57584 -0.15641 0.69112  -0.29
Si: 0.91054 -1.38940 0.51427  0.55
N: 0.82414 -2.73876 1.54604  -0.12
H: -0.48616 0.44023 -2.11427  0.05
H: -2.08023 -0.05973 -1.46687  0.13
H: -1.56050 1.71303 -1.98611  0.13
H: -1.36343 1.56663 0.37795  0.20
H: 1.35813 1.09422 -0.94217  0.12
H: 0.54061 2.54803 -1.15143  0.13
H: 1.03446 2.15942 0.53795  0.13
H: -0.44187 0.16601 1.73422  0.10
H: -1.52307 -0.76695 0.81361  0.12
H: 0.83209 -1.50119 -0.98740  -0.03
H: 2.34388 -0.95388 1.00053  0.00
H: 1.60548 -2.96619 2.21522  0.07
H: 0.00182 -3.20599 1.78180  0.00

The charge is +1. The value obtained for the highest occupied orbital energy is -13.5 eV.

The following is a quantum chemistry calculation of 2 unconnected molecules or ions with the total composition C3H13N3, from OMol25.

Last column: Löwdin charge in e.
Element x y z (Å)
C: -2.17353 1.15837 1.71657  -0.15
N: -0.77182 1.52126 1.90247  -0.20
C: -0.09101 0.74768 2.91528  -0.17
H: -2.23045 0.08760 1.54966  0.07
H: -2.80554 1.42533 2.57444  0.07
H: -2.55305 1.65598 0.81783  0.07
H: -0.64681 2.52261 1.98662  0.09
H: -0.71928 0.55198 3.79840  0.07
H: 0.72515 1.33402 3.34770  0.07
H: 0.28415 -0.18679 2.50825  0.07
N: 0.33887 -0.41369 -1.46968  -0.02
C: 1.12754 -0.83158 -2.64706  -0.39
N: 1.63083 -2.18055 -2.57209  -0.01
H: 0.10404 0.57532 -1.57522  0.06
H: 0.92682 -0.38538 -0.63666  0.05
H: 0.43271 -0.74774 -3.48845  0.10
H: 1.96098 -0.15035 -2.87057  0.10
H: 0.88799 -2.86341 -2.62835  0.06
H: 2.10536 -2.31810 -1.68929  0.06

The charge is 0. The value obtained for the highest occupied orbital energy is -8.7 eV.

The following is a quantum chemistry calculation of 3 unconnected molecules or ions with the total composition C3H13N3, from OMol25.

Last column: Löwdin charge in e.
Element x y z (Å)
C: -1.24892 -0.73074 -1.40507  -0.34
N: 0.04767 -0.10581 -1.22179  -0.03
N: -1.07512 -2.13777 -1.74512  0.00
H: -1.91979 -2.52850 -2.14275  0.06
H: 0.63990 -0.19460 -2.04237  0.11
H: 0.00297 0.83811 -0.77340  0.04
H: -0.82728 -2.68747 -0.93118  0.06
H: -1.81049 -0.55118 -0.47922  0.11
H: -1.80784 -0.25721 -2.22165  0.11
C: 1.00933 -0.61604 0.57668  0.10
C: 0.88137 2.01453 1.79709  -0.31
N: -0.04225 1.49755 0.82770  -0.19
H: -0.89839 1.22833 1.31424  0.01
H: 1.72458 2.50226 1.29593  0.06
H: 1.89923 -0.00632 0.56241  0.03
H: 1.14257 -1.58475 0.11186  0.02
H: 0.51736 -0.66558 1.53658  0.02
H: 1.32614 1.23086 2.45932  0.05
H: 0.43895 2.75434 2.48075  0.06

The charge is 0. The value obtained for the highest occupied orbital energy (alpha / beta) is -6.6 / -6.9 eV.

The following is a quantum chemistry calculation of 2 unconnected molecules or ions with the total composition C3H13N3, from OMol25.

Last column: Löwdin charge in e.
Element x y z (Å)
C: 3.07478 0.09265 -1.13108  -0.09
N: 1.87784 0.66885 -0.42598  -0.25
C: 1.26180 1.78200 -0.93372  -0.23
H: 3.85145 0.83845 -1.43310  0.09
H: 2.58652 -0.18887 -2.01507  0.04
H: 3.35887 -0.73146 -0.49754  0.07
H: 1.17195 -0.00851 0.02591  0.11
H: 1.20306 1.68515 -2.06878  0.09
H: 0.16903 1.84165 -0.53459  0.09
H: 1.76226 2.70161 -0.66795  0.06
N: -1.22001 -0.47932 0.27184  -0.03
C: -2.07585 -1.41944 1.03894  -0.32
N: -3.17243 -0.74959 1.91088  -0.01
H: -0.99680 0.45664 0.74367  0.09
H: -1.64882 -0.15895 -0.60102  0.06
H: -1.48726 -1.85809 1.79220  0.06
H: -2.50590 -2.37531 0.50243  0.14
H: -3.92218 -0.67266 1.32626  -0.01
H: -3.28832 -1.42480 2.69670  0.07

The charge is 0. The value obtained for the highest occupied orbital energy is -7.8 eV.

The following is a quantum chemistry calculation of 2 unconnected molecules or ions with the total composition C3H13N3O, from OMol25.

Last column: Löwdin charge in e.
Element x y z (Å)
N: -2.31804 -0.09599 0.90198  -0.01
C: -0.92922 -0.05054 1.34323  -0.31
C: -0.19936 -1.24721 0.77284  -0.28
N: 1.25589 -1.14587 1.00779  -0.01
H: -2.87995 0.61044 1.35502  0.06
H: -2.35202 0.09486 -0.09161  0.05
H: -0.90107 -0.09632 2.43253  0.11
H: -0.40839 0.85441 1.03694  0.08
H: -0.34113 -1.26017 -0.30296  0.09
H: -0.62527 -2.16719 1.17506  0.11
H: 1.69867 -1.89577 0.48669  0.08
H: 1.45972 -1.37609 1.97556  0.08
N: -0.23118 1.01000 -1.68016  0.01
C: 1.23094 0.85456 -1.70085  -0.37
O: 1.77288 1.24280 -0.47963  -0.08
H: -0.43119 1.95874 -1.38266  0.07
H: -0.59830 0.91950 -2.62080  0.07
H: 1.46321 -0.19806 -1.91470  0.11
H: 1.70217 1.47326 -2.47116  0.11
H: 1.63163 0.51465 0.15689  0.02

The charge is 0. The value obtained for the highest occupied orbital energy is -9.2 eV.

The following is a quantum chemistry calculation of 2 unconnected molecules or ions with the total composition C3H13N3O, from OMol25.

Last column: Löwdin charge in e.
Element x y z (Å)
C: -1.01280 -1.29987 -1.14039  -0.08
N: -0.37564 -0.14926 -0.51042  -0.29
C: 0.75045 0.37702 -1.26686  -0.09
N: -1.39675 1.04201 -0.31347  -0.02
O: -2.05067 1.44975 -1.53864  -0.09
H: -1.81165 -1.65841 -0.49156  0.08
H: -0.27075 -2.09227 -1.22563  0.09
H: -1.45365 -1.02271 -2.10424  0.08
H: 0.44148 0.67119 -2.27630  0.08
H: 1.53479 -0.37826 -1.28065  0.09
H: 1.13158 1.25240 -0.74595  0.08
H: -2.16956 0.62844 0.21170  0.11
H: -1.61139 2.27413 -1.78031  0.08
C: 1.61139 0.18942 2.24991  -0.26
N: 0.89747 -0.96490 1.73724  -0.14
H: 2.42882 0.43316 1.56844  0.05
H: 2.03894 -0.03295 3.23243  0.06
H: 0.98604 1.09233 2.35585  0.06
H: 0.21862 -1.27831 2.42842  0.02
H: 0.11329 -0.53293 0.89044  0.08

The charge is 0. The value obtained for the highest occupied orbital energy is -8.1 eV.

The following is a quantum chemistry calculation of a molecular structure, C3H13N3O2, from OMol25.

Last column: Löwdin charge in e.
Element x y z (Å)
C: 1.62724 -0.67051 -1.49957  -0.21
C: -0.65588 -0.92111 -1.13386  -0.27
C: -0.78184 -1.81785 0.09358  -0.18
O: 2.20167 -0.05161 -0.57806  -0.13
H: 1.21659 1.20548 -0.18773  0.08
H: 1.66535 -1.76706 -1.52987  0.09
H: 1.43904 -0.18715 -2.47197  0.09
H: -1.61134 -0.40955 -1.32147  0.06
H: -0.51831 -1.51402 -2.03891  0.05
H: -1.48976 -2.63965 -0.05427  0.06
H: 0.18552 -2.24826 0.36546  0.06
H: -1.13199 -1.24705 0.95658  0.04
N: -0.20360 1.84565 1.18586  -0.25
N: 0.20404 1.52792 -0.14103  0.04
N: 0.64640 1.19422 2.06517  0.06
O: -1.56351 1.27157 1.28131  -0.06
H: -2.11425 2.05431 1.39365  0.08
H: -0.21436 0.35681 -0.65783  0.09
H: 0.08498 2.35980 -0.70730  0.13
H: 0.41217 1.47981 3.00645  0.09
H: 0.60184 0.17826 1.97382  0.09

The charge is 0. The value obtained for the highest occupied orbital energy is -8.0 eV.

The following is a quantum chemistry calculation of 3 unconnected molecules or ions with the total composition C3H13N3O2, from OMol25.

Last column: Löwdin charge in e.
Element x y z (Å)
H: -0.94566 -0.68424 -3.77776  0.03
N: -1.09782 -0.44111 -2.80892  0.10
C: -0.04280 -0.30539 -2.11785  -0.58
N: 1.29803 -0.39977 -2.55528  0.10
N: -0.14889 0.07303 -0.80271  0.02
C: 0.89559 -0.21548 0.15856  -0.28
C: 0.44474 0.14397 1.54795  -0.09
H: 1.78302 -1.19419 -2.15133  0.08
H: 1.32656 -0.50344 -3.56190  0.08
H: -1.10018 0.05989 -0.46367  0.13
H: 1.21811 -1.26236 0.11802  0.11
H: 1.77330 0.36131 -0.12065  0.11
H: -0.57432 -0.08346 1.83552  0.07
H: 1.08484 -0.23322 2.33690  0.06
H: 0.49853 1.22373 1.72218  0.08
O: 4.14345 -1.35411 2.04042  -0.05
H: 4.49226 -0.74282 1.38763  0.03
H: 3.20533 -1.20268 2.16867  0.01
O: -6.40344 2.41383 1.83378  -0.06
H: -5.48861 2.62965 2.03847  0.03
H: -6.36204 1.71685 1.17197  0.03

The charge is 0. The value obtained for the highest occupied orbital energy is -8.9 eV.

ΔE to the lowest compared entry with this formula, charge and spin, respectively: 1.423, 0.607, 4.613, 2.077, 0.810, 4.562, 6.704, 0.706 eV.